Version w
An isolated molecule of C2H2IN3, computed with wB97M-V/def2-TZVPD.

Geometry as ORCA input:
```
! wB97M-V def2-TZVPD RIJCOSX def2/J DEFGRID3
* xyz 0 1
C -0.47 0.71 -0.38
C 1.93 0.56 0.47
N 0.78 0.58 0.09
N -1.42 -0.22 -0.20
N -1.43 -1.14 0.67
I 3.66 -0.31 -0.31
H -0.86 1.64 -1.00
H -2.18 -1.82 0.66
*
```

As for the HOMO-LUMO gap (spin up / spin down): 7.0436 / 6.8018 eV.

Mulliken charges, unit e, in atom order: C 0.00; C -0.02; N -0.08; N 0.01; N -0.56; I 0.15; H 0.27; H 0.24

---

Version x
A structure of composition C2H2IN3, computed with wB97M-V/def2-TZVPD.

Geometry as ORCA input:
```
! wB97M-V def2-TZVPD RIJCOSX def2/J DEFGRID3
* xyz 0 1
C -1.17 -0.76 0.06
C 0.69 1.06 0.34
N -2.32 -0.59 0.38
N -0.04 -0.97 -0.16
N 1.01 -0.14 -0.12
I 2.29 2.45 0.13
H -2.23 -0.23 -0.54
H 1.77 -0.82 -0.08
*
```

As for the HOMO-LUMO gap: 8.8933 eV.

Mulliken charges, unit e, in atom order: C 0.67; C -0.39; N -0.57; N -0.48; N 0.24; I -0.02; H 0.25; H 0.30

---

Top of the stability list: version w, leading by 24.7 kcal/mol.

---

Version w
The ion C5H12N3O with charge +1, computed with wB97M-V/def2-TZVPD.

Geometry as ORCA input:
```
! wB97M-V def2-TZVPD RIJCOSX def2/J DEFGRID3
* xyz 1 1
C 0.18 0.91 -2.66
C 1.74 0.82 -0.86
C -2.05 -0.24 2.06
C -0.84 -0.99 1.51
C -0.17 -0.09 0.39
N 1.55 -1.37 0.82
N 0.87 1.49 -1.71
N 1.31 -0.26 0.10
O 0.16 -0.37 -2.93
H -0.54 1.72 -3.05
H 2.73 1.18 -0.62
H -1.80 0.48 2.82
H -2.65 0.06 1.27
H -2.69 -0.90 2.76
H -1.18 -1.91 1.16
H -0.20 -1.21 2.46
H -0.77 -0.41 -0.56
H -0.24 0.97 0.57
H 2.55 -1.61 0.67
H 1.05 2.52 -1.74
H 0.99 -0.80 -2.45
*
```

As for the HOMO-LUMO gap (spin up / spin down): 7.6003 / 7.5723 eV.

Mulliken charges, unit e, in atom order: C 0.09; C -0.60; C -1.35; C -0.39; C -0.46; N -0.69; N 0.01; N 0.54; O -0.39; H 0.36; H 0.38; H 0.37; H 0.41; H 0.35; H 0.42; H 0.32; H 0.19; H 0.44; H 0.24; H 0.31; H 0.45

---

Version x
A cluster of 2 separate species, C5H12N3O in total, computed with wB97M-V/def2-TZVPD.

Geometry as ORCA input:
```
! wB97M-V def2-TZVPD RIJCOSX def2/J DEFGRID3
* xyz 1 1
C 0.42 1.76 0.16
C -0.51 0.75 0.91
C 0.15 0.04 -1.27
C -2.11 -0.31 -0.64
C -0.35 -1.67 0.41
N 3.55 0.22 0.51
N 0.78 1.09 -1.08
N -0.76 -0.29 -0.14
O 2.86 -0.77 0.59
H -0.19 2.60 -0.19
H 1.45 2.05 0.57
H -0.10 0.38 1.82
H -1.46 1.28 1.29
H 0.31 -0.75 -1.95
H -2.87 -0.28 0.11
H -2.37 0.54 -1.30
H -2.32 -1.25 -1.23
H 0.73 -1.54 0.72
H -0.92 -1.90 1.29
H -0.66 -2.15 -0.58
H 4.38 0.20 0.00
*
```

As for the HOMO-LUMO gap (spin up / spin down): 9.0531 / 9.0532 eV.

Mulliken charges, unit e, in atom order: C -0.37; C -0.53; C -0.06; C -0.93; C -0.76; N -0.02; N -0.39; N 0.09; O -0.22; H 0.35; H 0.35; H 0.36; H 0.31; H 0.43; H 0.38; H 0.40; H 0.35; H 0.30; H 0.35; H 0.40; H 0.22

---

Version y
The ion C5H12N3O with charge +1, computed with wB97M-V/def2-TZVPD.

Geometry as ORCA input:
```
! wB97M-V def2-TZVPD RIJCOSX def2/J DEFGRID3
* xyz 1 1
C 3.68 0.10 -0.46
C 2.35 0.57 -0.07
N 1.29 -0.13 -0.33
C 0.03 0.27 -0.31
N -0.29 1.56 -0.67
N -0.99 -0.55 -0.09
C -0.91 -1.83 0.52
O -2.29 -0.02 -0.42
C -3.28 0.21 0.60
H 4.32 1.03 -0.55
H 4.20 -0.73 0.03
H 3.44 -0.39 -1.39
H 2.19 1.63 0.40
H 0.52 2.11 -0.76
H -1.16 1.92 -1.01
H -1.34 -2.56 -0.15
H 0.09 -2.17 0.69
H -1.41 -1.81 1.50
H -4.08 0.58 -0.04
H -2.85 0.97 1.34
H -3.51 -0.75 1.15
*
```

As for the HOMO-LUMO gap: 9.6786 eV.

Mulliken charges, unit e, in atom order: C -1.02; C 0.10; N -0.37; C 0.60; N -0.31; N 0.25; C -0.92; O -0.36; C -0.52; H 0.27; H 0.33; H 0.32; H 0.39; H 0.14; H 0.25; H 0.31; H 0.41; H 0.30; H 0.27; H 0.27; H 0.28

---

Version z
The ion C5H12N3O with charge +1, computed with wB97M-V/def2-TZVPD.

Geometry as ORCA input:
```
! wB97M-V def2-TZVPD RIJCOSX def2/J DEFGRID3
* xyz 1 1
C 0.17 -1.09 1.60
N 0.06 -0.17 0.70
N 1.01 0.31 -0.09
C 2.17 -0.41 -0.36
C 3.03 0.40 -1.22
O 2.27 -1.58 -0.04
N -1.53 0.48 0.33
C -2.54 -0.03 1.09
C -1.68 0.50 -1.16
H -0.76 -1.35 2.02
H 1.08 -1.49 2.09
H 0.92 1.29 -0.28
H 2.97 1.50 -0.95
H 4.06 0.18 -1.21
H 2.82 0.42 -2.33
H -3.49 0.55 0.92
H -3.01 -1.08 1.00
H -2.45 0.13 2.18
H -0.80 1.17 -1.42
H -1.58 -0.48 -1.65
H -2.69 0.75 -1.21
*
```

As for the HOMO-LUMO gap: 9.8856 eV.

Mulliken charges, unit e, in atom order: C -0.09; N 0.07; N -0.27; C 0.71; C -1.10; O -0.53; N -0.09; C -1.06; C -0.70; H 0.28; H 0.30; H 0.35; H 0.29; H 0.38; H 0.30; H 0.35; H 0.41; H 0.44; H 0.27; H 0.28; H 0.38

---

Top of the stability list: version y, leading by 41.8 kcal/mol.

---

Version w
The ion C5H12N3O with charge +1, computed with wB97M-V/def2-TZVPD.

Geometry as ORCA input:
```
! wB97M-V def2-TZVPD RIJCOSX def2/J DEFGRID3
* xyz 1 1
C -2.71 1.39 0.45
N -1.96 0.27 0.09
N -0.74 0.38 0.00
C 0.02 -0.89 -0.23
N -0.51 -1.98 -0.60
O -1.73 -2.32 -0.56
C 1.47 -0.53 -0.17
C 1.70 0.55 -1.23
C 1.91 -0.06 1.22
H -3.35 1.70 -0.34
H -3.31 1.21 1.28
H -1.99 2.20 0.59
H -2.55 -0.62 -0.04
H 0.22 -2.77 -0.73
H 2.03 -1.38 -0.43
H 1.21 0.16 -2.11
H 2.74 0.78 -1.10
H 1.34 1.59 -0.85
H 1.41 0.81 1.74
H 2.87 0.46 1.14
H 1.94 -0.95 1.87
*
```

As for the HOMO-LUMO gap (spin up / spin down): 7.9573 / 7.9526 eV.

Mulliken charges, unit e, in atom order: C -0.86; N 0.13; N 0.00; C -0.04; N 0.36; O -0.64; C 0.39; C -1.41; C -1.32; H 0.34; H 0.35; H 0.37; H 0.35; H 0.31; H 0.54; H 0.39; H 0.44; H 0.30; H 0.30; H 0.37; H 0.35

---

Version x
A cluster of 2 separate species, C5H12N3O in total, computed with wB97M-V/def2-TZVPD.

Geometry as ORCA input:
```
! wB97M-V def2-TZVPD RIJCOSX def2/J DEFGRID3
* xyz 1 1
C -2.83 1.08 -0.07
C 1.84 -0.74 1.28
C 1.53 -0.88 -1.22
C 1.27 1.30 -0.05
C 1.52 -0.09 0.01
N -1.40 0.79 -0.02
N -2.34 -1.08 0.00
N -1.24 -0.45 0.04
O -3.45 -0.20 -0.01
H -3.12 1.71 0.78
H -3.08 1.59 -1.01
H 1.60 -1.80 1.29
H 2.92 -0.66 1.43
H 1.39 -0.23 2.13
H 1.21 -1.91 -1.05
H 2.55 -0.93 -1.59
H 0.93 -0.42 -2.01
H 1.50 1.78 -1.00
H 0.12 1.32 -0.02
H 1.60 1.88 0.81
H -2.53 -2.04 0.26
*
```

As for the HOMO-LUMO gap: 8.1809 eV.

Mulliken charges, unit e, in atom order: C -0.37; C -1.33; C -1.27; C -1.08; C 1.13; N -0.23; N -0.31; N 0.32; O -0.27; H 0.28; H 0.27; H 0.38; H 0.39; H 0.40; H 0.39; H 0.40; H 0.38; H 0.39; H 0.45; H 0.40; H 0.26

---

Top of the stability list: version x, leading by 3.0 kcal/mol.

---

Version w
A cluster of 9 separate species, H16NO11 in total, computed with wB97M-V/def2-TZVPD.

Geometry as ORCA input:
```
! wB97M-V def2-TZVPD RIJCOSX def2/J DEFGRID3
* xyz -1 1
N -0.20 -0.11 -1.08
O 1.06 -0.27 -1.12
O -0.88 -1.12 -0.92
O -0.69 0.97 -0.70
O 1.49 1.08 1.42
H 1.18 0.83 0.57
H 1.97 1.88 1.44
O -0.75 3.70 0.28
H -1.60 3.77 0.78
H -0.82 2.81 -0.06
O 2.72 2.98 -1.08
H 2.01 2.38 -1.31
H 2.41 3.88 -1.19
O -2.96 -1.73 0.86
H -2.37 -1.50 0.15
H -2.45 -1.58 1.66
O 0.71 -2.25 1.10
H 1.36 -2.80 0.69
H 0.11 -1.85 0.53
O -1.18 -3.77 -1.51
H -1.14 -2.86 -1.46
H -2.09 -3.88 -1.30
O 3.52 -0.65 0.36
H 2.76 -1.10 0.04
H 4.21 -1.28 0.42
O -3.06 1.15 0.55
H -3.16 0.20 0.62
H -2.15 1.12 0.23
*
```

As for the HOMO-LUMO gap: 10.2690 eV.

Mulliken charges, unit e, in atom order: N 0.69; O -0.57; O -0.74; O -0.77; O -0.56; H 0.27; H 0.31; O -0.66; H 0.32; H 0.49; O -0.64; H 0.32; H 0.31; O -0.73; H 0.37; H 0.33; O -0.60; H 0.27; H 0.35; O -0.62; H 0.45; H 0.27; O -0.54; H 0.31; H 0.25; O -0.70; H 0.46; H 0.37

---

Version x
A cluster of 9 separate species, H16NO11 in total, computed with wB97M-V/def2-TZVPD.

Geometry as ORCA input:
```
! wB97M-V def2-TZVPD RIJCOSX def2/J DEFGRID3
* xyz -1 1
N 31.40 3.21 22.05
O 32.17 2.26 21.95
O 30.52 3.45 21.14
O 31.11 3.40 23.27
O 33.80 0.57 20.42
H 33.23 1.06 21.04
H 33.16 0.06 20.11
O 32.41 2.00 26.40
H 32.13 2.06 25.47
H 32.01 2.81 26.79
O 28.45 5.45 21.80
H 28.41 6.12 21.02
H 29.26 5.01 21.74
O 32.67 0.52 23.92
H 33.34 -0.12 23.78
H 32.49 1.06 23.23
O 32.70 3.39 18.98
H 32.05 2.86 18.28
H 32.18 3.49 19.82
O 33.22 4.97 24.25
H 34.01 4.64 23.93
H 32.44 4.51 23.69
O 28.96 2.45 25.20
H 29.46 1.64 25.11
H 29.44 2.74 24.30
O 29.22 2.35 18.98
H 29.31 1.41 19.00
H 29.63 2.77 19.74
*
```

As for the HOMO-LUMO gap: 9.7371 eV.

Mulliken charges, unit e, in atom order: N 0.96; O -0.79; O -0.80; O -0.89; O -0.58; H 0.42; H 0.26; O -0.65; H 0.33; H 0.32; O -0.65; H 0.30; H 0.37; O -0.60; H 0.27; H 0.54; O -0.65; H 0.34; H 0.38; O -0.68; H 0.29; H 0.40; O -0.64; H 0.33; H 0.34; O -0.65; H 0.29; H 0.48

---

Top of the stability list: version w, leading by 38.1 kcal/mol.

---

Version w
An isolated molecule of C2H7NO3S, computed with wB97M-V/def2-TZVPD.

Geometry as ORCA input:
```
! wB97M-V def2-TZVPD RIJCOSX def2/J DEFGRID3
* xyz 0 1
C -1.58 -0.41 0.19
C -0.27 -1.14 -0.24
S 1.23 -0.18 0.23
O 1.10 0.05 1.63
O 2.38 -0.84 -0.34
N 1.14 1.40 -0.47
O 0.08 2.13 0.01
H -1.42 -0.25 1.13
H -2.45 -1.25 -0.12
H -1.60 0.59 -0.31
H 0.04 -2.13 0.17
H -0.26 -1.47 -1.45
H 1.05 1.27 -1.51
H 0.55 2.24 1.08
*
```

As for the HOMO-LUMO gap: 10.4317 eV.

Mulliken charges, unit e, in atom order: C -0.94; C -0.53; S 1.16; O -0.65; O -0.62; N -0.33; O -0.42; H 0.39; H 0.28; H 0.26; H 0.36; H 0.32; H 0.29; H 0.43

---

Version x
An isolated molecule of C2H7NO3S, computed with wB97M-V/def2-TZVPD.

Geometry as ORCA input:
```
! wB97M-V def2-TZVPD RIJCOSX def2/J DEFGRID3
* xyz 0 1
C 1.75 1.15 0.05
N 0.97 0.08 -0.31
C 1.60 -1.30 -0.03
S -0.67 0.07 -0.13
O -1.28 -0.65 -1.12
O -1.06 1.42 0.14
O -0.86 -0.75 1.22
H 2.86 1.07 -0.34
H 1.33 2.09 -0.46
H 1.71 1.26 1.31
H 1.81 -1.38 1.19
H 2.54 -1.47 -0.33
H 0.98 -2.01 -0.68
H -1.70 -0.57 1.57
*
```

As for the HOMO-LUMO gap: 10.5210 eV.

Mulliken charges, unit e, in atom order: C -0.76; N -0.01; C -0.92; S 1.14; O -0.53; O -0.61; O -0.45; H 0.28; H 0.26; H 0.27; H 0.27; H 0.42; H 0.31; H 0.33

---

Top of the stability list: version x, leading by 41.8 kcal/mol.

---

Version w
An isolated molecule of C3HClO, computed with wB97M-V/def2-TZVPD.

Geometry as ORCA input:
```
! wB97M-V def2-TZVPD RIJCOSX def2/J DEFGRID3
* xyz 0 1
O 1.50 1.18 -0.39
C 1.17 0.18 0.11
C -0.14 -0.36 -0.13
C -1.35 -0.23 -0.22
Cl -3.01 -0.51 -0.20
H 1.84 -0.26 0.83
*
```

As for the HOMO-LUMO gap: 10.4265 eV.

Mulliken charges, unit e, in atom order: O -0.35; C -0.04; C -0.04; C 0.19; Cl -0.09; H 0.33

---

Version x
A cluster of 2 separate species, C3HClO in total, computed with wB97M-V/def2-TZVPD.

Geometry as ORCA input:
```
! wB97M-V def2-TZVPD RIJCOSX def2/J DEFGRID3
* xyz 0 1
C -1.59 0.82 -0.79
C 1.30 -0.69 0.48
C -0.57 0.29 -0.34
O 2.03 -1.17 -0.29
Cl 1.29 -0.52 2.13
H -2.45 1.27 -1.20
*
```

As for the HOMO-LUMO gap (spin up / spin down): 9.0095 / 9.0101 eV.

Mulliken charges, unit e, in atom order: C -0.31; C 0.58; C -0.37; O -0.26; Cl 0.01; H 0.34

---

Top of the stability list: version w, leading by 49.7 kcal/mol.